{"formula": "C68H187N17O17", "method": "wB97M-V/def2-TZVPD", "max_force_ev_per_a": 3.14, "molar_mass_g_mol": 1515.346, "homo_lumo_gap_ev": 9.06, "e_lumo_ev": 0.57, "e_above_lowest_kcal_mol": 124.1, "species": ["C", "C", "C", "O", "C", "N", "H", "H", "H", "H", "H", "H", "H", "H", "H", "H", "H", "C", "C", "C", "O", "C", "N", "H", "H", "H", "H", "H", "H", "H", "H", "H", "H", "H", "C", "C", "C", "O", "C", "N", "H", "H", "H", "H", "H", "H", "H", "H", "H", "H", "H", "C", "C", "C", "O", "C", "N", "H", "H", "H", "H", "H", "H", "H", "H", "H", "H", "H", "C", "C", "C", "O", "C", "N", "H", "H", "H", "H", "H", "H", "H", "H", "H", "H", "H", "C", "C", "C", "O", "C", "N", "H", "H", "H", "H", "H", "H", "H", "H", "H", "H", "H", "C", "C", "C", "O", "C", "N", "H", "H", "H", "H", "H", "H", "H", "H", "H", "H", "H", "C", "C", "C", "O", "C", "N", "H", "H", "H", "H", "H", "H", "H", "H", "H", "H", "H", "C", "C", "C", "O", "C", "N", "H", "H", "H", "H", "H", "H", "H", "H", "H", "H", "H", "C", "C", "C", "O", "C", "N", "H", "H", "H", "H", "H", "H", "H", "H", "H", "H", "H", "C", "C", "C", "O", "C", "N", "H", "H", "H", "H", "H", "H", "H", "H", "H", "H", "H", "C", "C", "C", "O", "C", "N", "H", "H", "H", "H", "H", "H", "H", "H", "H", "H", "H", "C", "C", "C", "O", "C", "N", "H", "H", "H", "H", "H", "H", "H", "H", "H", "H", "H", "C", "C", "C", "O", "C", "N", "H", "H", "H", "H", "H", "H", "H", "H", "H", "H", "H", "C", "C", "C", "O", "C", "N", "H", "H", "H", "H", "H", "H", "H", "H", "H", "H", "H", "C", "C", "C", "O", "C", "N", "H", "H", "H", "H", "H", "H", "H", "H", "H", "H", "H", "C", "C", "C", "O", "C", "N", "H", "H", "H", "H", "H", "H", "H", "H", "H", "H", "H"], "positions_angstrom": [[11.15669, 14.69619, -15.79617], [10.29174, 14.05257, -16.79953], [9.19165, 15.02284, -17.32618], [8.52683, 15.73965, -16.27754], [7.78980, 16.90143, -16.73703], [11.19199, 13.62781, -17.89667], [11.60210, 13.90300, -15.19573], [10.57980, 15.30182, -15.09723], [12.04605, 15.18670, -16.19184], [9.78283, 13.16135, -16.43234], [8.57978, 14.57849, -18.11120], [9.83350, 15.70970, -17.87785], [8.36218, 17.81423, -16.90220], [6.91819, 17.22052, -16.16555], [7.27748, 16.72677, -17.68314], [10.54917, 13.31970, -18.61220], [11.60670, 14.45687, -18.29763], [12.76455, 10.66068, -15.89190], [12.39411, 9.96221, -17.23536], [10.86292, 9.61868, -17.24743], [10.55113, 8.46615, -16.43097], [9.15446, 8.18433, -16.24815], [12.69568, 10.88274, -18.32973], [13.81887, 10.93721, -15.89996], [12.71396, 10.03493, -15.00085], [12.07676, 11.48298, -15.69473], [12.99316, 9.08017, -17.46173], [10.52223, 9.42327, -18.26422], [10.18513, 10.41335, -16.93567], [8.59578, 9.02003, -15.82674], [9.03440, 7.38903, -15.51249], [8.75060, 7.85406, -17.20519], [13.68050, 11.10670, -18.33833], [12.24523, 11.78616, -18.36159], [6.31943, 8.49854, -13.61351], [6.39189, 10.01502, -13.38027], [4.98604, 10.57364, -13.36119], [4.53478, 10.50186, -14.71414], [3.32844, 11.14936, -15.04714], [7.09503, 10.24474, -12.09840], [5.67879, 8.16098, -14.42820], [5.85009, 7.85213, -12.87192], [7.30045, 8.06718, -13.81266], [6.94309, 10.49875, -14.18668], [4.95850, 11.62339, -13.06903], [4.32118, 10.14154, -12.61329], [2.66191, 10.93580, -14.21154], [2.92416, 10.68206, -15.94508], [3.49713, 12.22553, -15.00862], [6.41667, 10.00585, -11.38927], [7.82191, 9.56166, -11.93987], [10.00113, 12.13373, -13.18930], [9.50147, 13.00896, -12.04869], [9.94703, 14.46540, -12.24396], [11.40160, 14.54449, -12.37927], [12.17070, 14.20470, -11.24540], [8.04024, 12.92012, -12.00061], [9.80413, 12.58545, -14.16154], [9.66861, 11.09608, -13.16068], [11.07988, 11.97912, -13.16747], [9.88625, 12.54086, -11.14264], [9.60078, 15.07545, -11.40966], [9.39437, 14.97138, -13.03556], [11.78303, 14.67572, -10.34210], [13.14025, 14.67455, -11.41064], [12.30732, 13.12836, -11.14085], [7.78406, 13.33895, -12.88325], [7.69896, 11.97026, -12.03769], [3.68876, 14.08099, -18.48817], [5.16291, 13.72780, -18.36958], [5.43807, 12.27896, -18.84928], [6.81297, 11.79245, -18.78564], [7.33314, 11.70601, -17.46183], [5.90223, 14.63038, -19.20844], [3.55594, 15.14004, -18.26707], [3.06866, 13.59924, -17.73220], [3.21307, 13.96169, -19.46161], [5.34784, 13.87171, -17.30507], [5.10745, 12.24281, -19.88730], [4.80588, 11.63594, -18.23694], [7.33763, 12.64609, -16.91019], [8.32450, 11.25303, -17.45134], [6.68101, 11.10035, -16.83254], [6.86877, 14.33750, -19.21874], [5.55139, 14.86066, -20.12713], [11.05355, 5.08757, -15.91358], [10.59538, 3.66893, -16.36081], [11.21161, 3.28676, -17.75604], [10.62090, 4.17173, -18.66345], [10.76835, 3.85559, -20.01085], [11.01388, 2.80547, -15.29196], [10.56124, 5.42137, -15.00018], [10.84734, 5.81250, -16.70102], [12.12537, 5.09500, -15.71545], [9.52976, 3.66205, -16.58994], [10.91514, 2.28032, -18.05149], [12.29146, 3.14657, -17.80465], [10.11727, 3.01158, -20.23851], [11.78787, 3.69984, -20.36361], [10.41645, 4.64797, -20.67146], [12.01380, 2.67627, -15.23225], [10.66285, 1.87208, -15.45217], [15.15312, 7.45965, -15.45216], [15.09875, 6.08076, -16.09253], [14.69111, 6.17984, -17.56756], [14.80789, 4.86333, -18.10379], [14.53964, 4.73834, -19.48415], [16.37698, 5.39018, -15.92211], [16.02217, 8.02444, -15.78961], [15.22389, 7.48503, -14.36476], [14.35599, 8.07747, -15.86564], [14.30589, 5.46095, -15.67382], [15.32176, 6.89413, -18.09685], [13.66021, 6.52964, -17.62216], [14.55743, 3.67417, -19.71933], [15.19576, 5.22106, -20.20844], [13.48766, 4.98318, -19.63075], [16.35711, 4.60562, -16.55785], [17.12067, 5.86392, -16.41466], [11.78684, 7.42970, -20.34357], [13.12795, 7.62168, -21.09157], [13.14971, 6.84629, -22.36246], [12.95152, 5.43328, -22.16308], [13.22437, 4.70678, -23.31522], [13.12685, 9.11735, -21.24252], [10.91184, 7.62536, -20.96340], [11.71542, 7.87223, -19.35002], [11.79098, 6.37011, -20.08795], [13.98175, 7.28973, -20.50088], [14.07386, 7.01570, -22.91503], [12.43299, 7.18905, -23.10874], [12.78960, 3.70917, -23.25298], [14.27850, 4.56793, -23.55528], [12.84347, 5.09607, -24.25940], [12.23693, 9.37245, -21.64635], [13.14510, 9.45444, -20.29061], [14.64317, 15.51528, -18.68682], [13.76586, 15.59219, -19.93862], [13.70970, 14.22737, -20.66576], [14.96335, 13.70970, -20.93196], [14.97097, 12.63596, -21.91040], [12.38167, 16.00063, -19.63071], [15.64959, 15.10167, -18.75132], [14.17344, 14.80852, -18.00275], [14.76726, 16.50194, -18.24049], [14.21964, 16.33714, -20.59226], [13.16438, 14.39437, -21.59465], [13.16248, 13.53812, -20.02266], [14.60138, 13.06239, -22.84295], [14.37411, 11.78613, -21.57925], [15.97958, 12.35212, -22.21080], [12.45124, 16.91459, -19.20654], [11.88196, 16.19065, -20.48762], [21.02457, 10.42757, -15.91828], [19.60879, 10.41652, -16.55453], [19.06442, 11.71218, -17.17051], [17.60027, 11.57568, -17.32671], [17.04226, 12.63463, -18.05919], [19.75683, 9.35116, -17.57055], [21.14353, 11.02186, -15.01231], [21.71561, 10.73109, -16.70468], [21.37072, 9.43518, -15.62941], [18.86708, 9.97624, -15.88811], [19.42804, 11.82470, -18.19190], [19.34610, 12.53541, -16.51398], [17.41137, 12.68521, -19.08353], [17.18273, 13.68281, -17.79520], [15.97514, 12.42894, -18.14318], [18.80108, 9.24240, -17.87844], [20.31510, 9.67175, -18.34879], [11.97754, 7.22315, -13.08091], [10.91089, 7.09461, -11.93345], [10.76205, 8.27249, -10.96788], [11.98190, 8.52896, -10.23246], [11.88447, 9.53202, -9.23178], [9.70228, 6.72081, -12.60616], [12.19799, 6.29710, -13.61187], [12.83075, 7.68052, -12.57997], [11.66842, 8.01122, -13.76755], [11.13350, 6.23309, -11.30391], [9.93994, 7.96816, -10.32010], [10.43301, 9.19061, -11.45459], [11.62081, 10.49937, -9.65936], [12.86368, 9.68720, -8.77884], [11.06199, 9.32286, -8.54777], [10.02249, 5.91185, -13.11914], [9.05209, 6.27989, -11.97139], [14.82301, 17.46685, -12.07582], [16.07010, 17.30721, -12.91974], [15.78664, 16.57481, -14.21879], [15.46899, 15.17177, -13.97608], [15.12076, 14.46116, -15.18637], [16.78804, 18.55656, -13.04872], [14.10340, 18.11150, -12.58049], [15.08322, 17.91820, -11.11839], [14.47872, 16.46711, -11.81106], [16.78532, 16.74713, -12.31735], [16.69240, 16.62165, -14.82337], [15.03139, 17.01847, -14.86754], [15.03956, 13.39939, -14.95364], [15.78663, 14.63146, -16.03237], [14.06958, 14.73251, -15.28373], [17.68130, 18.41391, -13.49795], [16.94229, 18.96190, -12.13657], [19.32289, 7.46110, -21.70902], [17.80613, 7.42382, -22.08049], [16.88370, 8.36478, -21.35420], [16.95314, 8.15622, -19.98928], [16.33773, 9.21550, -19.24446], [17.58083, 7.81027, -23.47469], [19.85312, 8.34188, -22.07120], [19.86352, 6.54949, -21.96357], [19.43443, 7.50890, -20.62580], [17.48999, 6.39590, -21.90298], [15.84220, 8.25154, -21.65512], [17.10611, 9.40069, -21.61018], [16.32543, 8.83303, -18.22385], [15.30838, 9.42687, -19.53407], [16.97073, 10.10185, -19.20222], [17.95801, 8.72216, -23.68981], [18.20237, 7.21175, -23.99964], [4.37403, 9.69795, -22.49428], [4.62875, 8.28336, -22.13459], [5.58548, 8.10207, -20.92588], [6.89717, 8.47768, -21.18488], [7.82754, 8.35052, -20.11616], [3.34864, 7.65320, -21.89913], [5.36944, 10.07577, -22.72777], [3.91721, 10.21313, -21.64930], [3.72146, 9.71946, -23.36709], [5.02723, 7.76897, -23.00907], [5.55485, 7.11493, -20.46467], [5.31747, 8.76283, -20.10147], [7.64566, 9.09683, -19.34282], [8.80966, 8.56336, -20.53834], [7.83631, 7.36693, -19.64647], [3.45696, 6.68526, -21.63181], [2.81141, 7.59473, -22.75240], [10.36236, 12.08030, -21.19426], [9.02367, 12.53005, -21.81355], [8.21304, 11.36503, -22.50768], [8.84330, 10.82940, -23.65655], [8.01305, 10.01247, -24.41524], [8.26777, 13.15072, -20.76200], [10.96238, 12.89632, -20.79151], [10.93453, 11.59724, -21.98633], [10.33736, 11.33467, -20.39958], [9.28782, 13.25222, -22.58607], [7.27909, 11.83671, -22.81321], [7.93945, 10.59133, -21.79030], [7.13757, 10.46925, -24.87673], [7.66750, 9.14008, -23.86058], [8.55090, 9.72719, -25.31936], [7.45666, 13.55076, -21.21166], [7.89480, 12.36470, -20.24899], [4.65406, 8.66663, -17.49504], [4.01558, 7.32211, -17.76573], [4.87714, 6.18434, -17.18162], [6.08727, 6.23477, -17.94992], [7.19963, 5.47204, -17.49185], [2.76151, 7.25608, -17.06927], [5.72205, 8.64629, -17.71202], [4.55334, 8.87910, -16.43070], [4.24795, 9.50379, -18.06278], [3.89359, 7.21449, -18.84352], [4.42708, 5.20640, -17.35240], [4.91889, 6.34858, -16.10487], [7.97630, 5.56180, -18.25135], [6.98063, 4.41403, -17.34773], [7.60134, 5.87193, -16.56082], [2.40808, 6.31091, -17.02643], [3.01852, 7.43704, -16.10943], [13.87328, 11.16536, -11.69692], [14.94536, 10.10001, -11.68683], [16.31943, 10.76051, -11.64951], [16.72938, 11.44005, -12.82701], [16.71715, 10.65467, -14.05119], [14.83674, 9.22056, -10.50668], [14.02039, 11.87136, -10.87959], [12.87003, 10.74513, -11.76766], [13.81930, 11.75898, -12.60949], [14.85282, 9.52552, -12.60851], [17.18145, 10.13707, -11.41214], [16.28120, 11.41207, -10.77652], [15.69886, 10.39058, -14.33657], [17.47429, 9.87768, -13.94566], [17.05784, 11.32734, -14.83829], [13.91581, 8.81167, -10.43736], [15.59976, 8.60939, -10.25298]], "forces_ev_per_angstrom": [[0.5, -0.4, 2.0], [-0.7, 0.1, -1.2], [1.7, 1.0, 0.0], [-1.0, 0.4, -0.5], [-0.4, -0.3, -1.0], [-1.3, -0.4, 0.2], [0.0, -0.1, 0.3], [0.3, 0.3, -0.1], [-0.4, 0.5, -0.4], [0.2, -0.2, 0.4], [-0.6, -0.3, 0.4], [-0.1, 0.7, -0.3], [0.7, -0.2, 0.3], [0.4, -0.7, 1.1], [0.3, -0.5, -0.4], [0.0, -0.4, -0.7], [0.3, 0.4, -0.1], [0.1, -1.2, 0.1], [-1.2, 1.5, 1.0], [-0.3, -1.1, 0.0], [0.3, 0.3, 0.3], [0.9, 0.2, -0.3], [0.3, -0.5, -1.2], [0.0, 0.6, -0.3], [-0.4, -0.5, 0.0], [0.3, 0.3, -0.3], [-0.2, -0.3, 0.4], [0.3, -0.2, -0.5], [0.5, 0.7, 0.4], [0.0, 0.5, -0.3], [0.4, -0.1, -0.1], [-0.4, 0.1, -0.1], [0.2, -0.2, 0.1], [-0.6, 0.1, 0.7], [-0.2, -1.0, -1.1], [0.0, -1.7, 0.8], [-0.2, 1.7, -0.8], [0.7, -1.0, -0.1], [0.2, -0.4, 1.9], [-0.9, 0.0, 0.0], [0.2, 0.7, -0.8], [0.2, 0.7, 1.1], [0.2, 0.1, 0.1], [0.0, 0.0, 0.0], [0.5, 0.5, 0.1], [-0.2, -0.9, -0.2], [-0.7, 0.1, -0.1], [0.2, 0.5, -0.1], [-0.2, 0.2, -0.8], [-0.1, 0.2, 0.5], [0.3, -0.2, -0.4], [1.3, -0.2, -0.4], [-0.5, -1.1, -0.7], [1.0, -0.6, 1.5], [-1.6, 0.4, -0.7], [-0.1, 0.6, -0.3], [0.3, 1.8, 0.0], [-0.3, -0.1, -0.1], [-0.7, 0.1, 0.1], [0.4, 0.4, 0.1], [0.2, 0.5, 0.4], [0.3, -0.1, 0.7], [0.7, -0.4, -0.9], [-0.3, -0.2, 0.3], [0.1, -0.3, -0.1], [-0.2, 0.0, 0.2], [-0.7, 0.2, -0.2], [0.2, -0.4, 0.2], [-0.8, 0.3, 0.4], [-0.7, -0.5, -1.4], [0.0, 0.0, 1.2], [-0.9, 0.6, 0.4], [-0.8, -0.1, 0.4], [1.1, 1.0, 1.0], [0.3, 0.2, 0.0], [0.0, -0.4, -0.1], [0.3, -0.4, -0.2], [0.8, 0.0, 0.0], [0.3, -0.3, -0.1], [0.0, -0.5, 0.0], [0.4, 0.5, -0.4], [-0.1, 0.2, -0.4], [-0.2, -0.6, 0.0], [0.1, 0.3, -0.5], [-0.2, -0.4, 0.1], [-0.5, -0.3, -1.0], [2.1, 1.2, -0.9], [-1.0, -0.6, 0.6], [0.6, 1.3, -0.1], [-0.5, -0.2, -1.0], [-0.8, -1.3, 0.4], [-0.2, -0.2, -0.1], [0.1, 0.1, 0.1], [0.1, -0.1, -0.1], [-0.2, -0.2, 0.7], [-0.6, -0.5, 0.3], [0.5, 1.1, 0.2], [0.2, -0.5, -0.2], [0.2, -0.4, 0.4], [-0.2, 0.4, 0.5], [0.3, 0.5, -0.2], [-0.2, -0.3, 0.1], [0.1, 0.4, -0.6], [0.4, 0.2, -0.5], [0.2, -0.4, 0.2], [0.6, 0.4, -0.1], [-1.2, -0.9, 0.3], [0.1, -0.5, -0.3], [0.5, -0.3, -0.2], [-0.4, -0.2, 0.0], [-0.5, 0.0, 0.6], [0.1, 0.0, 0.5], [0.3, 0.0, -0.3], [-0.4, 0.0, -0.2], [0.3, -0.2, 0.1], [0.2, 0.5, 0.4], [0.0, 0.6, -0.4], [-0.5, -0.9, 0.3], [0.2, 1.1, 0.3], [0.9, -2.7, 0.6], [-2.2, 1.8, 1.3], [0.3, -0.4, -1.6], [0.0, 1.0, 0.3], [0.1, -1.0, -1.1], [1.8, -0.9, -1.1], [0.1, 0.2, 0.0], [0.2, 0.7, -0.3], [-0.7, -0.3, 0.0], [0.0, 0.3, 0.3], [0.6, -0.1, 0.3], [-0.7, 0.2, 0.2], [0.0, 0.0, 0.4], [0.5, 0.1, 0.5], [-0.6, 0.7, 0.1], [-0.1, 0.2, 0.1], [-0.3, 0.5, 0.1], [-0.5, -0.3, 0.5], [1.1, -0.6, -0.5], [-0.6, 0.7, 0.3], [1.6, -0.8, -0.5], [-0.3, 1.3, 0.0], [0.6, 0.0, 0.4], [0.0, 0.1, -1.0], [-0.3, 0.3, 0.4], [-0.3, 0.0, 0.3], [0.2, -0.1, -0.4], [-0.3, -0.2, -0.3], [-0.4, -0.2, 0.1], [-0.6, -0.2, -0.1], [0.0, -0.1, -0.1], [0.2, 0.0, 0.9], [-0.1, 0.2, 0.4], [-0.1, -0.2, -0.3], [-0.4, 0.6, 0.1], [1.2, -1.5, -0.4], [-1.0, -0.8, 0.4], [1.7, 0.7, 0.9], [-0.6, -0.1, -1.3], [-1.1, 0.1, 0.3], [-0.1, 0.5, -0.2], [0.2, 0.4, 0.1], [-0.6, -0.2, -0.2], [0.0, 0.5, 0.4], [0.5, 0.3, 0.1], [-0.3, 0.5, -0.2], [0.2, -0.6, -0.4], [0.2, -0.1, 1.3], [-0.1, 0.1, 0.1], [0.0, -0.5, -0.8], [0.0, 0.1, -0.2], [-0.3, 1.5, 1.9], [1.8, -0.5, -0.4], [0.4, 0.2, -0.1], [-0.8, -0.6, -0.5], [-0.7, 0.4, -0.6], [-1.4, -0.1, -0.5], [0.0, 0.1, 0.3], [0.6, -0.5, -0.2], [-0.4, -0.2, -0.3], [0.9, 0.1, 0.4], [0.0, 0.1, 0.6], [0.1, 0.2, -0.4], [0.0, 0.2, -0.4], [-0.2, -0.5, 0.2], [0.3, -0.3, 0.5], [-0.3, -0.1, -0.7], [-0.4, 0.2, 0.5], [0.5, 0.0, 0.3], [0.3, -0.7, 1.4], [0.6, -1.2, -0.5], [1.0, 0.8, -0.3], [-1.1, 0.4, 1.8], [-0.5, 1.2, -1.3], [-0.3, -0.3, 0.1], [0.0, 0.3, 0.0], [-0.5, 0.1, -0.4], [-0.4, -1.4, -0.1], [0.4, -0.1, -0.2], [-0.5, 0.3, 0.3], [0.6, -0.1, 0.2], [-0.1, 0.2, 0.0], [0.0, 0.2, -1.3], [0.1, 0.0, 0.0], [0.0, 0.0, 0.0], [-0.7, 0.3, 1.2], [0.9, 0.8, -0.4], [-0.2, 0.1, 0.2], [-0.2, 0.6, 1.4], [0.7, -1.1, 0.7], [0.3, -1.3, -0.8], [-0.1, 0.0, -0.4], [-0.2, 0.0, -0.5], [-0.2, 0.0, 0.3], [-0.3, 0.0, -0.3], [-0.1, -0.3, -0.5], [0.5, 0.4, 0.0], [-0.2, 0.1, 0.2], [0.0, 0.1, -0.4], [-0.1, 0.2, -0.4], [0.0, 0.4, 0.5], [-0.1, -0.3, -0.6], [0.7, 0.3, 0.0], [0.4, -1.3, 0.0], [-0.7, 0.6, 1.1], [1.4, -0.2, -1.3], [-0.2, 0.3, -0.3], [-0.8, -0.7, 1.1], [-0.2, 0.7, -0.2], [0.0, 0.2, -0.1], [0.0, 0.3, 0.0], [1.0, 0.1, -0.1], [-0.1, -0.5, -0.4], [-1.0, 0.2, 0.1], [-0.2, 0.2, 0.2], [0.0, -0.1, 0.0], [-0.2, -0.2, -0.2], [0.2, -0.2, 0.3], [0.0, 0.4, -0.2], [0.3, -0.6, -0.9], [1.5, -1.3, -0.3], [0.3, 1.1, 0.2], [0.4, 0.7, 0.5], [-0.2, -0.6, -0.9], [-0.5, 0.0, -0.5], [-0.2, 0.3, -0.2], [0.3, 0.0, -0.1], [-0.6, -0.1, 0.2], [-0.2, 0.1, -0.1], [-0.4, 0.1, -0.1], [0.2, -0.2, 0.2], [-0.4, 0.8, 0.6], [0.1, -0.2, 0.1], [0.5, -0.4, 0.3], [-0.4, 0.4, 0.1], [-0.2, 0.1, 0.8], [0.5, 0.1, 0.3], [0.5, -0.6, 0.1], [0.6, 0.6, -2.0], [0.4, -0.4, 0.9], [-0.2, 0.3, -0.1], [-1.0, 0.4, 0.4], [0.1, -0.1, 0.0], [0.0, 0.2, 0.1], [-0.4, -0.2, 0.0], [-0.2, -0.3, 0.0], [-0.3, -0.1, 0.0], [0.8, 0.1, 0.3], [0.0, -0.1, 0.0], [-0.3, -0.2, -0.1], [0.0, 0.0, 0.2], [-0.2, -0.3, -0.4], [-0.4, 0.3, 0.5], [-0.5, 0.2, -0.5], [0.8, -0.9, 0.1], [0.7, -0.2, -0.1], [-0.8, 0.4, -0.7], [0.4, 1.6, 1.1], [-0.5, 1.2, 0.0], [-0.3, -0.2, 0.2], [-0.2, -0.3, 0.9], [0.9, 0.1, -0.3], [0.0, -0.2, -0.2], [-0.3, -1.1, 0.2], [0.1, 0.8, -0.4], [0.1, -0.7, 0.1], [-0.5, -0.6, -0.2], [0.1, 0.1, 0.1], [0.3, -0.4, -0.1], [-0.1, 0.1, -0.6]], "lowdin_charge": [-0.063, -0.419, -0.184, -0.179, -0.097, 0.063, 0.064, 0.078, 0.073, 0.106, 0.093, 0.114, 0.080, 0.079, 0.063, 0.047, 0.020, -0.040, -0.363, -0.166, -0.203, -0.085, 0.047, 0.059, 0.057, 0.064, 0.111, 0.096, 0.094, 0.077, 0.061, 0.074, 0.056, 0.022, -0.056, -0.377, -0.193, -0.237, -0.087, 0.038, 0.053, 0.082, 0.051, 0.130, 0.125, 0.130, 0.084, 0.088, 0.088, 0.088, 0.070, -0.059, -0.426, -0.155, -0.200, -0.101, 0.036, 0.065, 0.061, 0.057, 0.126, 0.116, 0.115, 0.093, 0.076, 0.051, 0.057, -0.009, -0.070, -0.436, -0.147, -0.226, -0.078, 0.052, 0.079, 0.071, 0.080, 0.134, 0.126, 0.099, 0.081, 0.069, 0.076, 0.025, 0.083, -0.039, -0.391, -0.198, -0.196, -0.126, 0.033, 0.045, 0.068, 0.060, 0.128, 0.113, 0.121, 0.090, 0.075, 0.083, 0.076, 0.068, -0.049, -0.419, -0.186, -0.189, -0.099, 0.051, 0.064, 0.078, 0.060, 0.117, 0.106, 0.119, 0.093, 0.089, 0.056, 0.057, 0.069, -0.040, -0.384, -0.189, -0.189, -0.137, 0.055, 0.082, 0.066, 0.041, 0.112, 0.119, 0.130, 0.087, 0.086, 0.085, 0.054, 0.016, -0.053, -0.401, -0.240, -0.194, -0.058, 0.043, 0.061, 0.065, 0.080, 0.132, 0.121, 0.103, 0.081, 0.073, 0.080, 0.079, 0.080, -0.061, -0.402, -0.137, -0.216, -0.149, 0.032, 0.070, 0.072, 0.073, 0.116, 0.121, 0.126, 0.083, 0.072, 0.083, 0.042, 0.068, -0.019, -0.424, -0.163, -0.225, -0.105, 0.034, 0.065, 0.061, 0.070, 0.135, 0.119, 0.112, 0.071, 0.086, 0.087, 0.051, 0.076, -0.051, -0.465, -0.177, -0.193, -0.070, 0.021, 0.088, 0.073, 0.062, 0.134, 0.113, 0.124, 0.079, 0.069, 0.069, 0.067, 0.068, -0.046, -0.404, -0.251, -0.182, -0.079, 0.024, 0.072, 0.071, 0.061, 0.135, 0.104, 0.127, 0.072, 0.073, 0.073, 0.067, 0.065, -0.059, -0.448, -0.191, -0.196, -0.073, 0.028, 0.062, 0.084, 0.084, 0.134, 0.115, 0.108, 0.076, 0.075, 0.074, 0.068, 0.071, -0.057, -0.400, -0.177, -0.165, -0.135, 0.052, 0.048, 0.070, 0.064, 0.137, 0.114, 0.105, 0.083, 0.082, 0.087, 0.064, 0.041, -0.055, -0.438, -0.176, -0.213, -0.098, 0.041, 0.072, 0.053, 0.072, 0.121, 0.124, 0.118, 0.076, 0.087, 0.071, 0.069, 0.061, -0.060, -0.422, -0.210, -0.190, -0.071, 0.062, 0.084, 0.062, 0.079, 0.103, 0.118, 0.124, 0.064, 0.090, 0.067, 0.026, 0.075]}